DFT (ωB97M-V/def2-TZVPD) results for a structure of composition C43H45IN6O4P2S3W.

HOMO level (alpha / beta) (eV): -13.2 / -13.2
E_LUMO (alpha / beta) (eV): -5.8 / -5.8
Energy relative to the best compared isomer or geometry (same formula, charge and spin) (kcal per mole): 0.0
Charge: +2
Total energy (eV): -123450.32458

```
105
Properties=species:S:1:pos:R:3:forces:R:3
W -0.357124 0.132744 0.913731 1.467 -0.477 0.627
N 0.137860 -1.225787 3.140621 -0.242 -0.118 0.040
N 0.536320 -0.296457 4.089323 -0.132 -0.240 0.222
C 0.776499 0.957833 3.654719 -0.150 -0.259 -0.513
O 1.140574 1.898977 4.288566 -0.019 0.086 0.221
O 0.533231 1.023445 2.305554 0.081 1.124 -0.064
H -0.753273 -1.663676 3.384548 0.237 0.228 0.089
H 0.868766 -1.921523 2.962030 -0.251 0.205 0.092
H 0.690503 -0.516135 5.065490 0.048 -0.128 -0.204
C 2.482437 2.637577 0.108621 -0.063 -0.064 0.050
C 3.064005 1.245467 -0.150898 0.071 0.015 0.045
P 2.259414 -0.287561 0.507006 -0.152 0.228 -0.045
C 3.223719 -1.470878 -0.524820 -0.058 -0.015 0.159
C 2.738025 -2.200074 -1.604329 -0.084 -0.034 0.012
C 3.583608 -2.995649 -2.358045 0.038 0.008 0.008
C 4.932811 -3.079279 -2.046064 -0.014 0.016 0.013
C 5.426387 -2.362436 -0.970322 -0.022 0.009 -0.004
C 4.579238 -1.566065 -0.213253 0.029 0.076 -0.053
C 3.011381 -0.529468 2.148334 0.095 0.012 -0.058
C 3.553363 0.531257 2.866790 0.032 -0.058 0.033
C 4.123701 0.316358 4.115480 -0.044 -0.066 -0.053
C 4.156480 -0.959268 4.652394 -0.010 0.009 -0.033
C 3.622617 -2.025184 3.936521 -0.001 0.009 0.050
C 3.056061 -1.815486 2.692013 0.135 -0.101 -0.114
C 1.346574 2.995609 -0.867242 0.113 0.066 0.020
P -0.256993 2.649555 -0.069832 -0.018 -0.205 -0.016
C -0.330458 4.131722 1.007407 -0.104 0.002 -0.069
C -0.105243 4.108672 2.376919 0.080 -0.035 0.035
C -0.090298 5.286266 3.112418 -0.010 0.018 -0.068
C -0.301624 6.501050 2.482767 -0.006 -0.031 -0.005
C -0.509990 6.537578 1.110385 0.009 0.039 0.013
C -0.519484 5.365983 0.376135 -0.032 -0.046 -0.005
C -1.542800 3.010344 -1.312554 0.030 -0.017 -0.034
C -1.318607 2.823962 -2.676910 0.079 0.041 0.032
C -2.313805 3.105209 -3.601896 -0.061 0.002 0.013
C -3.549391 3.573166 -3.178215 0.042 -0.008 0.008
C -3.776441 3.782181 -1.825476 0.033 -0.043 -0.032
C -2.779630 3.510276 -0.903012 -0.012 -0.004 0.119
H 3.284979 3.368217 -0.008072 0.004 -0.069 -0.050
H 2.145886 2.737849 1.147813 0.031 0.026 -0.101
H 4.084741 1.182834 0.235939 -0.010 0.016 -0.037
H 3.141629 1.072428 -1.228311 0.007 0.016 0.084
H 1.682304 -2.202813 -1.820870 0.027 -0.046 0.084
H 3.181746 -3.573495 -3.178380 -0.025 -0.061 -0.057
H 5.589607 -3.710121 -2.626275 0.041 -0.026 -0.048
H 6.472065 -2.422154 -0.708317 0.073 -0.008 0.014
H 4.994947 -1.020020 0.622830 -0.006 -0.006 0.052
H 3.529116 1.539239 2.481007 -0.001 0.077 -0.080
H 4.537114 1.149496 4.662358 0.034 0.072 0.049
H 4.609976 -1.128335 5.617608 0.022 -0.014 0.072
H 3.663287 -3.025336 4.343194 0.017 -0.066 0.027
H 2.678824 -2.658944 2.122796 0.065 0.039 0.003
H 1.446266 2.438454 -1.797410 0.047 0.058 0.037
H 1.358650 4.062463 -1.105796 -0.033 -0.100 0.019
H 0.099867 3.185029 2.890733 -0.020 0.045 -0.011
H 0.096135 5.245050 4.175475 0.014 -0.010 0.066
H -0.296352 7.418053 3.053184 0.005 0.055 0.034
H -0.662442 7.482609 0.609021 -0.011 0.040 -0.019
H -0.682547 5.420448 -0.692829 -0.008 -0.006 -0.023
H -0.353010 2.489480 -3.029511 0.016 -0.016 -0.001
H -2.112886 2.984141 -4.657063 0.009 -0.009 -0.062
H -4.318844 3.805518 -3.899639 -0.050 0.011 -0.048
H -4.722982 4.179129 -1.489584 -0.072 0.039 0.024
H -2.955588 3.728615 0.144756 0.019 -0.002 -0.055
C -2.479557 -1.124741 -4.423640 -0.026 -0.098 -0.052
N -1.687346 -0.422678 -3.424292 0.125 0.378 0.065
C -0.410958 -0.592528 -3.109132 0.119 -0.260 -0.195
S 0.303934 0.049392 -1.653241 -0.238 0.227 0.201
N 0.457973 -1.169710 -3.931109 -0.020 -0.008 0.265
C 0.365090 -1.358100 -5.374204 0.032 0.013 -0.076
H -3.473630 -1.280522 -4.008059 0.025 0.015 -0.088
H -2.045123 -2.099063 -4.627480 -0.006 -0.004 -0.011
H -2.573067 -0.556187 -5.347958 -0.022 -0.028 0.007
H -2.183768 0.229106 -2.829130 0.138 -0.015 -0.239
H 1.351994 -1.383029 -3.505692 -0.078 0.083 -0.080
H -0.363231 -0.674542 -5.798194 0.021 0.007 -0.019
H 0.104951 -2.384572 -5.628471 -0.013 0.015 -0.031
H 1.338658 -1.122336 -5.800303 -0.038 -0.037 -0.019
I -2.643578 1.785537 2.489331 0.058 0.275 0.304
C -3.316490 0.863479 0.795810 -0.289 -0.306 -0.433
C -4.652072 0.942452 0.426127 0.149 -0.234 -0.229
C -5.075915 0.180870 -0.650023 0.203 0.046 0.128
C -4.163177 -0.662330 -1.283357 0.052 0.130 0.245
C -2.850289 -0.673869 -0.864182 -0.048 0.115 0.627
N -2.412713 0.121336 0.147594 -0.619 -0.001 -0.314
H -5.329179 1.563476 0.991890 -0.047 0.029 -0.001
H -6.106289 0.216762 -0.968985 -0.094 -0.014 -0.013
H -4.468229 -1.325429 -2.078927 -0.067 -0.014 0.028
H -2.118576 -1.348795 -1.293966 -0.142 0.112 0.195
O 1.179495 -3.289529 0.563246 -0.070 0.173 -0.005
S -0.171269 -3.154430 0.097738 -0.249 -0.034 0.097
O -0.409025 -2.944186 -1.310192 0.131 0.053 0.012
N -0.963511 -1.957550 0.987360 -0.366 -0.463 -1.013
C -2.063695 -2.490743 1.612029 0.161 -0.420 -0.100
S -3.135180 -1.698676 2.562510 -0.054 0.115 0.231
C -2.161456 -3.967621 1.433708 -0.126 0.135 0.085
C -3.092757 -4.836178 1.990129 0.049 0.084 -0.062
C -2.959405 -6.189671 1.726409 0.078 -0.030 -0.060
C -1.917872 -6.675511 0.932674 0.028 0.105 -0.003
C -0.986604 -5.810844 0.371442 -0.207 -0.029 0.119
C -1.152853 -4.467567 0.648259 0.098 -0.307 -0.059
H -3.889266 -4.456662 2.613259 -0.021 0.019 0.029
H -3.670353 -6.885577 2.147840 -0.018 -0.028 0.020
H -1.829723 -7.737295 0.757535 -0.018 -0.062 -0.015
H -0.176862 -6.170029 -0.243895 0.080 -0.034 -0.046
```
Positions in Å, forces in eV/Å.

***

DFT (ωB97M-V/def2-TZVPD) results for a structure of composition C4H6O2.

HOMO level (eV): -9.9
E_LUMO (eV): 0.7
Energy relative to the best compared isomer or geometry (same formula, charge and spin) (kcal per mole): 32.4
Total energy (eV): -8339.05735

```
12
Properties=species:S:1:pos:R:3:forces:R:3
C 0.896207 -1.279224 -0.215591 0.117 0.064 -0.031
C -0.014407 -0.170990 -0.613352 1.736 1.444 -0.068
C -1.083372 0.314220 0.280863 0.424 1.182 0.473
C -0.172797 1.592240 0.538998 -1.903 -0.505 0.731
O -0.483961 2.506673 1.243852 0.850 0.187 -0.326
O 0.894571 1.352295 -0.200854 -1.512 -2.146 -0.470
H 0.513814 -2.252270 -0.550601 -0.060 0.226 -0.011
H 1.017031 -1.311113 0.871490 0.028 0.033 -0.188
H 1.859637 -1.099849 -0.693192 0.033 -0.224 0.107
H -0.163683 -0.014631 -1.676215 0.066 -0.120 0.005
H -2.023128 0.614831 -0.190859 0.206 -0.214 0.108
H -1.239911 -0.252183 1.205460 0.013 0.073 -0.331
```
Positions in Å, forces in eV/Å.